Molecular formula: C30H34N4O15S
Method: DFT, ωB97M-V with the def2-TZVPD basis set

Calculated values
Net charge ... 0
Total energy ... -79156.457 eV
Molar mass ... 722.68 g mol⁻¹
Strongest force on any atom ... 0.625 eV Å⁻¹

Last column: Mulliken charge in e.
Geometry (Å):
C  -1.272  -0.872  2.415  -0.2101
O  -0.624  -1.902  1.668  -0.0575
C  -0.609  -1.727  0.304  -0.4053
O  -1.917  -1.830  -0.299  -0.2695
S  -2.678  -3.255  -0.172  0.5072
O  -1.653  -4.266  0.048  -0.3640
O  -3.381  -3.044  1.279  -0.1667
C  -4.812  -3.082  1.286  -0.6726
O  -5.257  -1.991  2.028  -0.3287
C  -6.324  -1.288  1.425  -0.1808
O  -6.019  -0.777  0.166  -0.4435
C  -4.893  0.096  0.112  -0.2933
C  -5.271  1.311  -0.733  -0.3243
O  -4.138  2.088  -1.086  -0.5268
H  -2.243  -0.596  1.991  -0.0142
H  -0.637  0.012  2.522  0.0211
H  -1.451  -1.281  3.414  0.3348
H  0.039  -2.499  -0.123  0.2934
H  -0.241  -0.734  0.010  0.3387
H  -5.106  -4.023  1.764  0.2987
H  -5.202  -3.047  0.260  0.5295
H  -6.601  -0.493  2.130  0.3442
H  -7.182  -1.953  1.273  0.3079
H  -4.075  -0.431  -0.400  0.1299
H  -4.573  0.389  1.119  0.4107
H  -5.766  0.953  -1.644  0.2495
H  -5.984  1.943  -0.188  0.2690
H  -3.356  1.709  -0.687  0.3000
C  2.772  4.836  1.808  -0.3834
C  2.626  3.508  2.182  -0.6860
C  1.363  2.981  2.403  -0.3717
C  0.266  3.808  2.245  0.1718
C  0.387  5.137  1.881  -0.4141
C  1.655  5.649  1.662  -0.3571
N  -1.080  3.257  2.463  1.0397
O  -1.162  2.085  2.789  -0.6540
O  -2.030  3.989  2.305  -0.6056
H  3.762  5.234  1.636  0.3942
H  3.497  2.877  2.299  0.4205
H  1.236  1.949  2.697  0.5273
H  -0.492  5.754  1.768  0.4730
H  1.770  6.684  1.371  0.3653
C  5.175  10.362  -1.853  -0.4283
C  3.932  9.762  -2.011  -0.4772
C  3.759  8.426  -1.686  -0.3201
C  4.845  7.718  -1.204  0.1836
C  6.092  8.293  -1.042  -0.3760
C  6.252  9.629  -1.372  -0.4232
N  4.663  6.302  -0.843  1.0228
O  3.563  5.815  -1.001  -0.5752
O  5.619  5.705  -0.390  -0.6063
H  5.305  11.406  -2.106  0.3771
H  3.096  10.334  -2.388  0.3726
H  2.801  7.942  -1.805  0.4449
H  6.917  7.707  -0.665  0.4514
H  7.219  10.097  -1.253  0.3691
C  -0.357  -7.094  -3.297  -0.5630
C  -1.058  -6.103  -2.622  -0.0913
C  -2.014  -5.355  -3.292  -0.5141
C  -2.248  -5.622  -4.628  0.0799
C  -1.559  -6.600  -5.320  -0.5521
C  -0.604  -7.340  -4.642  -0.3877
N  -3.276  -4.838  -5.338  1.0425
O  -3.854  -3.973  -4.714  -0.6218
O  -3.483  -5.105  -6.503  -0.6120
H  0.387  -7.680  -2.772  0.3908
H  -0.871  -5.905  -1.576  0.5052
H  -2.568  -4.580  -2.786  0.4885
H  -1.767  -6.778  -6.365  0.4504
H  -0.054  -8.111  -5.164  0.3758
C  2.324  -5.767  0.917  -0.4913
C  1.399  -4.894  1.474  -0.2962
C  1.823  -3.896  2.340  -0.6400
C  3.172  -3.791  2.621  0.1967
C  4.111  -4.652  2.080  -0.4605
C  3.675  -5.649  1.222  -0.4177
N  3.630  -2.714  3.517  1.0601
O  2.790  -1.976  3.988  -0.6140
O  4.822  -2.624  3.727  -0.6215
H  1.992  -6.544  0.240  0.4447
H  0.345  -4.977  1.239  0.4869
H  1.109  -3.212  2.772  0.5176
H  5.157  -4.542  2.325  0.4562
H  4.393  -6.332  0.788  0.3757

Molecular formula: C8H14NO2S
Method: DFT, ωB97M-V with the def2-TZVPD basis set

Calculated values
ΔE to the lowest compared entry with this formula, charge and spin ... 158.3 kcal per mole
Net charge ... +1
Total energy ... -24929.958 eV
Molar mass ... 188.27 g mol⁻¹
Strongest force on any atom ... 4.463 eV Å⁻¹

Last column: Mulliken charge in e.
Geometry (Å):
C  -2.336  -1.372  0.182  0.8290
C  -2.011  -2.579  -0.064  -0.7449
C  0.489  0.749  0.299  -0.2736
C  -1.720  1.712  0.159  -0.8731
C  -2.592  0.805  1.110  -0.3330
C  -1.003  0.251  -1.494  -0.3880
C  2.980  0.435  0.364  -1.4312
C  1.628  -0.035  -0.127  0.3016
N  -0.605  0.836  -0.350  0.0036
O  -3.056  -0.394  0.566  -0.3115
O  -0.116  -0.576  -2.191  -0.4634
S  1.331  -1.823  0.476  -0.1935
H  -2.357  -3.571  0.458  0.2693
H  -1.043  -2.769  -0.611  0.1239
H  0.368  1.220  1.227  0.4236
H  -2.369  2.157  -0.598  0.3722
H  -1.396  2.409  0.821  0.4315
H  -1.911  0.637  1.932  0.4130
H  -3.510  1.517  1.471  0.3343
H  -1.830  0.655  -1.915  0.4275
H  3.071  0.451  1.445  0.3627
H  3.680  -0.314  0.113  0.4038
H  3.214  1.477  0.061  0.3630
H  1.544  -0.233  -1.236  0.3907
H  -0.714  -1.299  -2.572  0.3850
H  2.035  -2.323  -0.455  0.1774